One molecule with the formula C6H9NO at a distorted geometry. Source: OMol25; level of theory: ωB97M-V with the def2-TZVPD basis set.

Output
molar mass = 111.14 g mol⁻¹
net charge = 0
ΔE to the lowest compared entry with this formula, charge and spin = 4.0610 eV
SMILES string = C#C[C@@H](C)N(C)C=O
HOMO energy = -9.15 eV

XYZ file:
```
17
Properties=species:S:1:pos:R:3:forces:R:3
C 0.837273 0.994066 -2.429845 0.5 0.5 -0.6
C 0.662204 1.037394 -1.230978 -3.7 -1.6 0.2
C -0.659766 0.440290 -0.127878 2.3 2.4 -1.7
C -1.647299 -0.550643 -0.686755 0.5 -0.3 -0.5
N 0.136748 0.057979 0.945272 0.8 0.5 2.1
C 0.678932 -1.287182 1.045152 0.4 -0.1 0.4
C 0.912912 1.129246 1.517041 -1.8 -0.9 0.5
O 0.507042 2.261593 1.653662 0.5 -0.9 -0.6
H 1.040070 1.125258 -3.469528 0.2 -0.1 0.1
H -1.131365 1.401690 0.081655 0.0 -0.2 0.1
H -2.181420 -0.119358 -1.536014 0.1 0.0 0.2
H -1.151386 -1.461763 -1.030409 -0.1 0.1 0.0
H -2.377558 -0.831297 0.080808 0.2 0.2 0.0
H 0.331137 -1.998630 0.296846 -0.3 0.4 -0.1
H 0.409288 -1.685899 2.024899 0.2 -0.2 -0.1
H 1.767736 -1.285434 0.938308 0.0 0.1 0.1
H 1.865453 0.772692 1.927767 0.1 0.0 0.0
```
Positions in Å, forces in eV/Å.

=====

One molecule with the formula C15H18N4O4 at a distorted geometry. Source: OMol25; level of theory: ωB97M-V with the def2-TZVPD basis set.

Output
molar mass = 318.33 g mol⁻¹
net charge = 0
ΔE to the lowest compared entry with this formula, charge and spin = 2.2874 eV
SMILES string = NC(=O)C[C@H](N)C(=O)N[C@@H](Cc1c[nH]c2ccccc12)C(=O)O
HOMO energy = -7.97 eV

XYZ file:
```
41
Properties=species:S:1:pos:R:3:forces:R:3
N -4.390124 -1.682636 -1.327953 -1.4 -0.2 -0.6
C -4.746637 -0.546707 -0.633101 0.9 -0.8 0.1
O -5.869796 -0.133850 -0.711554 -1.1 0.7 0.3
C -3.742167 0.156248 0.282480 0.5 0.4 -1.0
C -2.564590 -0.571231 0.905441 2.0 -0.7 -0.6
N -1.978605 0.166751 1.998025 -0.4 1.2 1.3
C -1.435153 -0.652472 -0.153227 -1.8 -3.5 -2.0
O -1.288451 -1.620696 -0.951541 -0.9 1.0 2.1
N -0.857822 0.457453 -0.535023 2.5 2.3 -1.9
C -0.246621 1.593287 0.083240 -2.3 2.5 0.8
C 0.821893 1.373503 1.099466 0.2 -1.8 1.6
C 2.094003 0.915334 0.521019 1.3 0.4 -0.2
C 3.104098 1.724335 0.073992 -1.1 -1.5 -0.1
N 4.034465 0.955467 -0.566155 0.5 -1.0 0.2
C 3.748011 -0.421550 -0.408198 0.1 0.7 -0.1
C 4.370850 -1.618648 -0.846936 1.0 1.0 0.3
C 3.799090 -2.830475 -0.520537 0.8 0.3 -1.0
C 2.555141 -2.858586 0.046567 -1.2 0.7 1.1
C 1.883403 -1.674499 0.403426 0.7 -1.1 -0.1
C 2.515078 -0.441878 0.277260 -0.2 -0.4 -1.0
C 0.232385 2.614156 -0.936262 -1.1 -1.1 0.9
O 0.484999 2.275294 -2.032310 0.8 0.1 -2.2
O 0.257524 3.897331 -0.543140 0.3 0.6 0.0
H -5.219742 -2.001626 -1.873833 1.1 0.4 0.5
H -3.529303 -1.734458 -1.840284 0.6 -0.1 0.3
H -3.364281 0.983348 -0.360486 -0.1 -0.2 0.6
H -4.290387 0.586828 1.096759 -0.6 0.4 0.2
H -2.779383 -1.572897 1.217719 -0.6 -0.7 -0.2
H -1.406950 -0.397728 2.606636 0.3 -0.5 -0.3
H -2.664152 0.521737 2.655430 -0.4 0.2 -0.3
H -0.532934 0.340951 -1.493043 0.4 -0.1 0.2
H -1.082875 2.190446 0.481848 0.1 -0.4 0.9
H 0.996856 2.233810 1.748053 -0.3 0.1 -0.1
H 0.492348 0.528805 1.742051 -0.1 0.8 0.0
H 3.155007 2.786713 0.091659 0.2 0.6 0.0
H 4.926865 1.339095 -0.744480 0.9 0.0 -0.4
H 5.359924 -1.660733 -1.322555 -0.5 0.5 0.1
H 4.302165 -3.749840 -0.839333 -0.2 0.3 0.3
H 2.161701 -3.830323 0.269177 -0.7 -0.2 0.0
H 0.875176 -1.714990 0.736877 -0.6 -0.2 0.4
H -0.181004 4.074919 0.302846 0.2 -0.4 -0.2
```
Positions in Å, forces in eV/Å.

=====

A 2-piece molecular cluster, C4H8OS overall at a distorted geometry. Source: OMol25; level of theory: ωB97M-V with the def2-TZVPD basis set.

Output
molar mass = 104.17 g mol⁻¹
net charge = 0
ΔE to the lowest compared entry with this formula, charge and spin = 5.2398 eV
HOMO energy = -8.43 eV

XYZ file:
```
14
Properties=species:S:1:pos:R:3:forces:R:3
C -0.893595 0.496768 0.995016 -1.5 1.9 2.2
C 0.143208 -0.557447 0.854211 2.3 1.5 -2.3
C 0.143441 -0.854984 -0.661441 -0.8 0.1 -1.7
C 1.569226 -0.190218 -1.005587 -4.6 2.5 1.7
H -2.390621 1.639387 -0.159440 6.1 -0.1 -0.1
H -1.897360 -0.001355 0.853397 1.0 0.3 1.1
H -0.714423 1.073976 2.036766 -1.0 -1.2 -2.4
H 0.289798 -1.366537 1.531631 -1.0 -0.4 0.7
H -0.833302 -0.141912 -1.066810 3.2 -2.6 0.3
H 0.072512 -1.934690 -0.991036 -0.1 1.2 0.6
H 1.258904 0.757580 -1.467871 0.7 -0.3 -0.3
H 2.285628 -0.672052 -1.539278 1.9 -1.7 -1.3
O -0.943885 1.524173 -0.133427 -5.6 -0.5 1.7
S 1.910469 0.227312 0.753867 -0.8 -0.7 -0.1
```
Positions in Å, forces in eV/Å.

=====

A 13-piece molecular cluster, H28NO12 overall at a distorted geometry. Source: OMol25; level of theory: ωB97M-V with the def2-TZVPD basis set.

Output
molar mass = 234.22 g mol⁻¹
net charge = +1
ΔE to the lowest compared entry with this formula, charge and spin = 3.2214 eV
HOMO energy = -13.21 eV

XYZ file:
```
41
Properties=species:S:1:pos:R:3:forces:R:3
N 0.327390 0.358073 0.182439 1.7 2.6 -0.3
H 0.805390 0.187073 -0.716561 -0.1 0.7 0.3
H 1.006390 0.395073 0.941439 0.3 -0.1 0.1
H -0.220610 -0.418927 0.335439 -2.1 -2.1 0.7
H -0.169610 1.276073 0.273439 0.3 -0.9 -0.6
O -1.759610 0.259073 2.493439 0.9 -2.0 -0.5
H -2.307610 0.985073 2.527439 -0.8 4.4 0.4
H -2.555610 -0.256927 2.447439 -0.1 -2.3 0.2
O 3.236390 1.145073 0.624439 0.2 -1.5 0.1
H 4.172390 1.137073 0.496439 1.5 1.7 0.1
H 3.246390 0.183073 0.436439 -1.5 0.1 -0.2
O -1.737610 -2.400927 0.510439 1.3 0.8 -2.9
H -1.744610 -2.314927 -0.562561 -0.2 -1.2 3.0
H -2.305610 -3.108927 0.805439 -0.3 -0.5 -0.3
O 0.577390 3.744073 -1.172561 0.3 -0.5 -0.2
H -0.226610 4.275073 -1.103561 0.2 -0.2 -0.7
H 0.756390 3.401073 -2.078561 -0.7 0.6 0.9
O 2.663390 -1.113927 -0.633561 2.8 -3.0 -0.2
H 3.335390 -1.333927 -1.377561 -1.8 0.8 1.4
H 2.930390 -1.874927 -0.002561 -1.1 1.4 -1.3
O -1.305610 -1.897927 -2.235561 0.9 -2.1 0.8
H -1.607610 -1.053927 -1.961561 -0.4 1.8 -0.7
H -1.417610 -2.031927 -3.172561 -0.2 0.1 -0.3
O -1.858610 0.624073 -1.648561 0.5 -0.9 2.1
H -2.447610 0.168073 -0.927561 -0.3 1.7 -2.2
H -2.206610 1.087073 -2.412561 -1.4 -0.3 0.7
O 1.311390 2.944073 1.507439 1.1 -3.5 3.3
H 2.045390 2.365073 1.201439 -0.3 0.4 0.7
H 1.204390 3.434073 0.771439 -0.9 3.1 -4.0
O -3.597610 -0.943927 -0.047561 5.1 -1.0 -2.8
H -2.843610 -1.119927 0.618439 0.0 -0.8 -2.2
H -4.070610 -0.698927 0.637439 -5.8 2.6 4.5
O 0.535390 -3.429927 1.604439 3.1 3.3 1.3
H 0.887390 -2.430927 1.720439 -1.1 -3.5 0.3
H -0.157610 -3.271927 1.006439 -1.6 0.1 -1.3
O 1.556390 -1.097927 3.047439 1.8 0.4 -1.2
H 1.262390 -0.779927 3.928439 1.1 -0.1 -0.8
H 2.536390 -0.923927 2.784439 -2.7 -0.1 1.8
O 0.417390 1.332073 -3.402561 -0.9 2.5 -2.9
H 0.246390 1.955073 -4.222561 1.4 -1.7 2.0
H -0.519610 1.249073 -3.223561 -0.1 -0.7 0.9
```
Positions in Å, forces in eV/Å.

=====

- What is the HOMO energy in the first record?
  -9.15 eV

=====

Copy entry 2 word for word.
One molecule with the formula C15H18N4O4 at a distorted geometry. Source: OMol25; level of theory: ωB97M-V with the def2-TZVPD basis set.

Output
molar mass = 318.33 g mol⁻¹
net charge = 0
ΔE to the lowest compared entry with this formula, charge and spin = 2.2874 eV
SMILES string = NC(=O)C[C@H](N)C(=O)N[C@@H](Cc1c[nH]c2ccccc12)C(=O)O
HOMO energy = -7.97 eV

XYZ file:
```
41
Properties=species:S:1:pos:R:3:forces:R:3
N -4.390124 -1.682636 -1.327953 -1.4 -0.2 -0.6
C -4.746637 -0.546707 -0.633101 0.9 -0.8 0.1
O -5.869796 -0.133850 -0.711554 -1.1 0.7 0.3
C -3.742167 0.156248 0.282480 0.5 0.4 -1.0
C -2.564590 -0.571231 0.905441 2.0 -0.7 -0.6
N -1.978605 0.166751 1.998025 -0.4 1.2 1.3
C -1.435153 -0.652472 -0.153227 -1.8 -3.5 -2.0
O -1.288451 -1.620696 -0.951541 -0.9 1.0 2.1
N -0.857822 0.457453 -0.535023 2.5 2.3 -1.9
C -0.246621 1.593287 0.083240 -2.3 2.5 0.8
C 0.821893 1.373503 1.099466 0.2 -1.8 1.6
C 2.094003 0.915334 0.521019 1.3 0.4 -0.2
C 3.104098 1.724335 0.073992 -1.1 -1.5 -0.1
N 4.034465 0.955467 -0.566155 0.5 -1.0 0.2
C 3.748011 -0.421550 -0.408198 0.1 0.7 -0.1
C 4.370850 -1.618648 -0.846936 1.0 1.0 0.3
C 3.799090 -2.830475 -0.520537 0.8 0.3 -1.0
C 2.555141 -2.858586 0.046567 -1.2 0.7 1.1
C 1.883403 -1.674499 0.403426 0.7 -1.1 -0.1
C 2.515078 -0.441878 0.277260 -0.2 -0.4 -1.0
C 0.232385 2.614156 -0.936262 -1.1 -1.1 0.9
O 0.484999 2.275294 -2.032310 0.8 0.1 -2.2
O 0.257524 3.897331 -0.543140 0.3 0.6 0.0
H -5.219742 -2.001626 -1.873833 1.1 0.4 0.5
H -3.529303 -1.734458 -1.840284 0.6 -0.1 0.3
H -3.364281 0.983348 -0.360486 -0.1 -0.2 0.6
H -4.290387 0.586828 1.096759 -0.6 0.4 0.2
H -2.779383 -1.572897 1.217719 -0.6 -0.7 -0.2
H -1.406950 -0.397728 2.606636 0.3 -0.5 -0.3
H -2.664152 0.521737 2.655430 -0.4 0.2 -0.3
H -0.532934 0.340951 -1.493043 0.4 -0.1 0.2
H -1.082875 2.190446 0.481848 0.1 -0.4 0.9
H 0.996856 2.233810 1.748053 -0.3 0.1 -0.1
H 0.492348 0.528805 1.742051 -0.1 0.8 0.0
H 3.155007 2.786713 0.091659 0.2 0.6 0.0
H 4.926865 1.339095 -0.744480 0.9 0.0 -0.4
H 5.359924 -1.660733 -1.322555 -0.5 0.5 0.1
H 4.302165 -3.749840 -0.839333 -0.2 0.3 0.3
H 2.161701 -3.830323 0.269177 -0.7 -0.2 0.0
H 0.875176 -1.714990 0.736877 -0.6 -0.2 0.4
H -0.181004 4.074919 0.302846 0.2 -0.4 -0.2
```
Positions in Å, forces in eV/Å.

=====

- Which value of ΔE to the lowest compared entry with this formula, charge and spin does entry 2 give?
  2.2874 eV

=====

Copy entry 3 word for word.
A 2-piece molecular cluster, C4H8OS overall at a distorted geometry. Source: OMol25; level of theory: ωB97M-V with the def2-TZVPD basis set.

Output
molar mass = 104.17 g mol⁻¹
net charge = 0
ΔE to the lowest compared entry with this formula, charge and spin = 5.2398 eV
HOMO energy = -8.43 eV

XYZ file:
```
14
Properties=species:S:1:pos:R:3:forces:R:3
C -0.893595 0.496768 0.995016 -1.5 1.9 2.2
C 0.143208 -0.557447 0.854211 2.3 1.5 -2.3
C 0.143441 -0.854984 -0.661441 -0.8 0.1 -1.7
C 1.569226 -0.190218 -1.005587 -4.6 2.5 1.7
H -2.390621 1.639387 -0.159440 6.1 -0.1 -0.1
H -1.897360 -0.001355 0.853397 1.0 0.3 1.1
H -0.714423 1.073976 2.036766 -1.0 -1.2 -2.4
H 0.289798 -1.366537 1.531631 -1.0 -0.4 0.7
H -0.833302 -0.141912 -1.066810 3.2 -2.6 0.3
H 0.072512 -1.934690 -0.991036 -0.1 1.2 0.6
H 1.258904 0.757580 -1.467871 0.7 -0.3 -0.3
H 2.285628 -0.672052 -1.539278 1.9 -1.7 -1.3
O -0.943885 1.524173 -0.133427 -5.6 -0.5 1.7
S 1.910469 0.227312 0.753867 -0.8 -0.7 -0.1
```
Positions in Å, forces in eV/Å.